Entry 1:
47
Properties=species:S:1:pos:R:3:lowdin_charge:R:1 method="wB97M-V/def2-TZVPD" total_charge=+2 gap_ev=6.57 multiplicity=1 e_tot_ev=-83778.145 relative_energy_kcal_mol=81.8 homo_energy_ev=-15.44
W 0.222 -0.648 0.468 1.942
O -1.777 4.680 3.003 0.198
C -1.304 3.567 2.511 -0.225
C -0.974 2.429 3.267 0.120
C -0.462 1.332 2.625 -0.215
N -0.298 1.267 1.277 0.005
C -0.640 2.361 0.566 -0.132
C -1.115 3.517 1.115 0.155
C -0.508 2.234 -0.886 -0.250
O -0.625 2.955 -1.782 0.321
O -0.193 0.764 -1.127 -0.160
C -0.005 0.099 3.356 0.054
O 0.460 -0.678 2.459 -0.231
O -1.277 -1.335 0.453 -0.182
H -1.896 4.667 3.966 0.167
H -1.091 2.391 4.343 0.156
H -1.358 4.368 0.492 0.169
F 2.788 -0.615 -3.862 0.207
C 3.094 -0.734 -2.599 -0.664
F 4.361 -1.012 -2.428 0.212
F 2.768 0.367 -1.930 0.160
S 2.081 -2.168 -1.901 0.784
O 0.867 -1.467 -1.290 -0.474
O 1.771 -3.070 -2.932 -0.143
N 2.935 -2.766 -0.703 -0.238
S 2.505 -2.213 0.673 0.764
O 2.525 -0.729 0.760 -0.357
O 1.083 -2.551 1.018 -0.357
C 3.669 -3.015 1.934 -0.681
F 3.316 -2.524 3.092 0.224
F 3.474 -4.301 1.859 0.236
F 4.881 -2.671 1.597 0.230
C 0.522 -1.058 -6.091 -0.171
Si -1.021 -0.315 -5.370 0.482
C -2.428 -1.521 -5.286 -0.170
C -1.481 1.316 -6.126 -0.169
C -0.618 0.100 -3.554 0.044
C -0.418 0.412 -2.410 -0.185
H 0.332 -1.372 -7.119 0.051
H 0.839 -1.942 -5.535 0.028
H 1.343 -0.341 -6.115 0.035
H -2.736 -1.799 -6.296 0.048
H -3.294 -1.088 -4.782 0.041
H -2.148 -2.437 -4.763 0.040
H -1.735 1.177 -7.179 0.048
H -0.660 2.033 -6.075 0.041
H -2.351 1.748 -5.630 0.041


Entry 2:
37
Properties=species:S:1:pos:R:3:lowdin_charge:R:1 method="wB97M-V/def2-TZVPD" total_charge=-2 gap_ev="4.39 / 5.70" s2=2.036 multiplicity=3 e_tot_ev=-301061.753 relative_energy_kcal_mol=0.0 homo_energy_ev="-0.28 / -2.06"
Pt 1.117 -0.195 -1.771 0.407
C -0.579 4.106 -2.292 -0.051
C -0.882 3.449 -0.977 -0.294
N -1.445 4.196 -0.024 0.059
C -1.702 3.592 1.145 -0.164
C -1.444 2.269 1.413 -0.188
C -1.744 1.717 2.772 -0.239
O -0.564 1.405 3.529 -0.084
C -0.856 1.440 0.406 -0.117
C -0.641 0.067 0.647 -0.128
N -0.104 -0.840 -0.212 -0.190
C -0.024 -2.147 0.252 -0.453
C 0.438 -2.445 1.543 -0.044
C 0.540 -3.744 2.004 -0.104
C 0.183 -4.807 1.186 -0.122
C -0.287 -4.545 -0.092 -0.186
C -0.399 -3.240 -0.546 -0.702
I -1.182 -2.927 -2.458 0.858
C -0.562 2.083 -0.836 -0.316
O -0.048 1.484 -1.885 -0.328
H -0.829 5.164 -2.230 0.060
H -1.145 3.639 -3.103 0.074
H 0.474 3.982 -2.555 0.070
H -2.144 4.214 1.920 0.090
H -2.375 0.821 2.698 0.106
H -2.286 2.453 3.367 0.104
H 0.065 1.042 2.892 0.062
H -1.058 -0.352 1.559 0.099
H 0.765 -1.622 2.166 0.109
H 0.926 -3.925 3.000 0.093
H 0.273 -5.830 1.531 0.087
H -0.575 -5.358 -0.746 0.077
Se 1.960 -0.452 -5.427 -0.157
Sb 4.697 -0.872 -1.683 0.179
Se 2.594 -2.130 -1.661 -0.101
Se 2.376 0.769 -3.585 -0.178
Se 6.466 -2.459 -1.945 -0.385


Entry 3:
32
Properties=species:S:1:pos:R:3:lowdin_charge:R:1 method="wB97M-V/def2-TZVPD" gap_ev=7.42 multiplicity=1 e_tot_ev=-34668.296 relative_energy_kcal_mol=50.8 homo_energy_ev=-8.52 smiles="CC1(C)C(=O)Nc2ccc(-c3ccc([N+](=O)[O-])s3)cc21"
C -2.972 -0.642 1.802 -0.010
C -1.548 -1.105 2.076 -0.422
C -1.024 -0.296 3.266 -0.008
C -1.466 -2.606 2.323 -0.374
O -1.721 -3.212 3.373 0.073
N -0.866 -3.264 1.272 0.164
C -0.306 -2.340 0.428 -0.201
C 0.494 -2.550 -0.701 0.013
C 1.044 -1.436 -1.378 -0.017
C 0.704 -0.136 -0.976 -0.214
C 1.154 1.067 -1.713 -0.421
C 2.298 1.133 -2.449 -0.114
C 2.558 2.410 -3.061 -0.037
C 1.612 3.341 -2.685 -0.504
N 1.636 4.701 -2.979 -0.400
O 2.546 5.099 -3.713 0.072
O 0.715 5.391 -2.508 0.030
S 0.394 2.681 -1.670 1.137
C -0.124 0.041 0.178 0.044
C -0.653 -1.054 0.867 -0.109
H -3.624 -0.894 2.655 0.102
H -3.334 -1.091 0.864 0.102
H -2.956 0.445 1.704 0.088
H -1.019 0.761 3.014 0.087
H -0.007 -0.618 3.454 0.097
H -1.656 -0.443 4.125 0.088
H -0.381 -4.136 1.453 0.171
H 0.751 -3.554 -1.023 0.110
H 1.683 -1.615 -2.224 0.105
H 2.953 0.271 -2.596 0.117
H 3.456 2.578 -3.657 0.127
H -0.342 1.072 0.480 0.106


Entry 4:
36
Properties=species:S:1:pos:R:3:lowdin_charge:R:1 method="wB97M-V/def2-TZVPD" total_charge=-1 gap_ev=4.98 multiplicity=1 e_tot_ev=-42298.715 homo_energy_ev=-3.70
C -3.639 -0.157 1.080 -0.120
C -2.705 0.522 1.830 -0.095
C -1.524 -0.095 2.180 -0.044
C -1.267 -1.400 1.791 -0.231
C 0.034 -2.052 2.143 -0.131
C 1.124 -1.796 1.093 -0.408
C 2.482 -2.419 1.475 -0.155
O 3.385 -1.339 1.544 -0.021
C 2.683 -0.197 1.232 -0.658
O 3.169 0.925 1.210 -0.033
N 1.377 -0.429 0.959 0.071
C -2.212 -2.070 1.031 -0.052
C -3.393 -1.453 0.682 -0.107
H -4.560 0.326 0.801 0.089
H -2.896 1.535 2.141 0.093
H -0.786 0.430 2.762 0.092
H 0.388 -1.659 3.101 0.120
H -0.105 -3.128 2.289 0.109
H 0.792 -2.162 0.105 0.128
H 2.455 -2.903 2.459 0.108
H 2.863 -3.146 0.745 0.111
H -2.014 -3.081 0.720 0.106
H -4.122 -1.983 0.093 0.091
O 3.514 6.815 0.809 0.064
N 2.505 6.129 0.631 -0.378
O 1.727 6.320 -0.309 0.043
C 2.217 5.063 1.570 -0.436
C 2.939 4.755 2.671 -0.007
C 2.391 3.664 3.409 -0.241
N 2.951 3.169 4.662 -0.328
O 2.428 2.188 5.196 0.073
O 3.916 3.760 5.147 0.064
C 1.270 3.143 2.867 -0.268
S 0.865 3.991 1.427 1.131
H 3.849 5.265 2.967 0.134
H 0.730 2.313 3.284 0.089


Entry 5:
34
Properties=species:S:1:pos:R:3:lowdin_charge:R:1 method="wB97M-V/def2-TZVPD" total_charge=+1 gap_ev=7.14 multiplicity=1 e_tot_ev=-98045.527 relative_energy_kcal_mol=0.0 homo_energy_ev=-11.75
Sn 0.874 0.072 -0.723 1.241
C -0.076 5.907 -1.378 -0.033
C 0.812 4.763 -0.890 -0.240
C 1.795 5.031 0.128 0.025
C 2.442 4.009 0.810 -0.088
C 2.032 2.705 0.497 -0.673
Br 2.756 1.280 1.676 0.717
N 1.341 2.411 -0.609 -0.157
C 0.620 3.482 -1.270 -0.030
H 0.450 6.890 -1.481 0.100
H -0.830 6.114 -0.612 0.095
H -0.548 5.726 -2.350 0.087
H 1.995 6.108 0.434 0.156
H 3.234 4.208 1.550 0.122
H -0.101 3.213 -2.061 0.138
N -4.630 -2.301 0.751 0.143
C -4.004 -1.348 0.556 -0.350
N -3.415 -0.198 0.265 0.120
C -2.200 0.066 0.321 -0.367
N -1.068 0.464 0.361 -0.061
N 1.122 -2.153 0.472 -0.082
C 0.352 -3.395 0.295 -0.289
C -1.000 -3.421 0.603 -0.043
C -1.749 -4.615 0.655 -0.043
C -1.116 -5.727 0.146 -0.086
C 0.154 -5.674 -0.396 -0.096
C 0.942 -4.580 -0.201 -0.052
H 1.010 -1.808 1.441 0.089
H 2.138 -2.377 0.418 0.097
H -1.473 -2.533 0.971 0.077
H -2.715 -4.557 1.112 0.101
H -1.692 -6.670 0.079 0.124
H 0.555 -6.513 -1.048 0.140
H 1.992 -4.580 -0.525 0.118


Entry 6:
36
Properties=species:S:1:pos:R:3:lowdin_charge:R:1 method="wB97M-V/def2-TZVPD" gap_ev="5.42 / 6.29" multiplicity=1 e_tot_ev=-50848.784 relative_energy_kcal_mol=0.0 homo_energy_ev="-8.49 / -8.39"
C 2.755 0.152 2.044 -0.228
C 3.530 0.534 0.896 -0.123
C 3.381 -0.470 -0.092 -0.098
H 4.170 1.413 0.825 0.114
C 2.523 -1.488 0.433 -0.034
C 2.087 -1.081 1.718 -0.123
H 1.385 -1.619 2.351 0.110
H 2.727 0.660 3.010 0.103
H 3.816 -0.475 -1.094 0.099
H 2.284 -2.440 -0.049 0.124
Pb 0.473 1.583 1.066 1.155
Cl -0.370 3.381 2.665 -0.285
C -0.491 1.525 -2.902 -0.113
C -0.151 0.158 -3.146 -0.046
C 1.269 0.086 -3.333 -0.113
H -0.852 -0.683 -3.127 0.114
C 1.790 1.409 -3.256 -0.096
C 0.706 2.302 -3.001 -0.098
H 0.774 3.386 -2.896 0.100
H -1.486 1.909 -2.688 0.094
H 1.842 -0.824 -3.502 0.089
H 2.835 1.702 -3.348 0.099
C -2.297 -0.477 2.702 0.000
C -2.081 -0.612 1.202 -0.476
O -0.841 -0.259 0.785 -0.392
C -2.264 -2.173 0.782 -0.470
F -3.397 -2.702 1.350 0.120
F -2.295 -2.360 -0.568 0.122
F -1.182 -2.866 1.235 0.119
C -3.167 0.206 0.368 -0.489
F -4.428 0.089 0.868 0.133
F -2.891 1.547 0.351 0.093
F -3.198 -0.168 -0.936 0.123
H -1.501 -1.029 3.209 0.093
H -3.254 -0.886 3.032 0.092
H -2.199 0.571 3.048 0.091


Entry 7:
35
Properties=species:S:1:pos:R:3:lowdin_charge:R:1 method="wB97M-V/def2-TZVPD" gap_ev=8.90 multiplicity=1 e_tot_ev=-38224.835 relative_energy_kcal_mol=0.0 homo_energy_ev=-8.38 smiles="O=C(CSc1nccc(=O)[nH]1)Nc1ccc2c(c1)OCCO2"
O 1.338 1.355 -2.389 0.045
C 0.613 0.739 -1.641 -0.532
C 1.063 -0.529 -0.935 -0.374
S 2.437 -1.252 -1.874 1.012
C 3.703 -0.151 -1.378 -0.636
N 3.539 0.575 -0.319 0.050
C 4.554 1.407 0.014 -0.112
C 5.717 1.495 -0.674 0.014
C 5.933 0.674 -1.841 -0.469
O 6.913 0.624 -2.547 0.060
N 4.824 -0.146 -2.125 0.145
N -0.666 1.143 -1.426 0.129
C -1.694 0.596 -0.644 -0.244
C -2.995 0.628 -1.144 -0.022
C -4.038 0.098 -0.413 0.010
C -3.811 -0.464 0.837 -0.206
C -2.517 -0.444 1.368 -0.190
C -1.468 0.081 0.625 0.058
O -2.239 -0.917 2.621 -0.019
C -3.390 -1.112 3.415 -0.145
C -4.475 -1.818 2.603 -0.147
O -4.867 -1.014 1.512 -0.025
H 1.469 -0.295 0.050 0.073
H 0.271 -1.272 -0.874 0.084
H 4.362 2.005 0.895 0.111
H 6.506 2.169 -0.385 0.109
H 4.890 -0.731 -2.951 0.153
H -0.943 1.913 -2.024 0.159
H -3.185 1.059 -2.115 0.114
H -5.045 0.102 -0.797 0.123
H -0.494 0.104 1.082 0.125
H -3.772 -0.143 3.763 0.140
H -3.078 -1.713 4.270 0.134
H -4.086 -2.779 2.239 0.140
H -5.371 -1.988 3.201 0.134


Entry 8:
38
Properties=species:S:1:pos:R:3:lowdin_charge:R:1 method="wB97M-V/def2-TZVPD" total_charge=+1 gap_ev="5.99 / 6.75" s2=2.072 multiplicity=3 e_tot_ev=-111939.430 relative_energy_kcal_mol=70.8 homo_energy_ev="-10.36 / -11.08"
V 0.912 0.151 -0.728 0.002
O -0.555 5.531 -2.246 -0.007
C -0.527 4.346 -2.230 -0.936
S -2.021 3.307 -2.343 0.956
C -1.104 1.850 -2.099 -1.007
C 0.224 1.823 -1.853 -0.687
S 2.948 0.145 -0.467 0.129
S 0.941 3.366 -1.913 0.999
S -3.922 0.506 -1.914 0.254
C -4.128 1.935 2.745 0.025
C -2.848 1.517 2.108 -0.197
C -1.611 1.569 2.699 0.084
C -0.470 1.169 1.985 -0.215
N -0.578 0.739 0.717 0.037
C -1.784 0.719 0.178 -0.455
S -1.946 0.386 -1.622 0.600
N -2.881 1.064 0.827 0.132
C 0.886 1.235 2.584 0.010
H -3.991 2.080 3.812 0.098
H -4.905 1.188 2.584 0.106
H -4.460 2.875 2.300 0.113
H -1.510 1.921 3.715 0.144
H -3.748 1.019 0.237 0.061
H 0.840 1.035 3.652 0.101
H 1.269 2.252 2.444 0.122
H 1.582 0.561 2.079 0.049
S 0.273 -2.193 -0.452 0.603
C 1.699 -2.993 -1.078 -0.685
N 2.257 -3.938 -0.303 0.066
C 3.352 -4.668 -0.625 -0.033
C 3.962 -4.460 -1.827 -0.023
C 3.419 -3.484 -2.677 -0.010
C 2.313 -2.760 -2.316 -0.087
H 1.824 -4.098 0.600 0.152
H 3.669 -5.379 0.121 0.138
H 4.834 -5.033 -2.097 0.120
H 3.879 -3.288 -3.636 0.128
H 1.906 -1.995 -2.960 0.112